Record 1
ORCA calculation (ωB97M-V/def2-TZVPD) on a molecular structure, C35H66AlN2O16.

```
120
Properties=species:S:1:pos:R:3:mulliken_charge:R:1
C -3.09 -2.47 3.25 -0.776
O -3.18 -1.08 3.05 -0.381
C -4.48 -0.56 3.27 0.080
C -5.52 -1.13 2.29 -0.839
C -6.68 -0.14 2.01 0.123
C -6.82 0.22 0.54 -0.526
C -7.60 1.51 0.23 -0.994
C -8.86 1.74 1.08 -0.085
C -8.93 3.09 1.83 -1.286
C -7.62 3.59 2.41 0.685
C -7.80 4.57 3.57 -0.873
C -6.48 4.97 4.23 -0.784
C -5.38 5.45 3.27 -0.918
Al -3.69 4.31 3.40 -0.308
N -2.73 4.98 4.92 -0.558
C -2.60 4.52 1.70 -0.935
C -1.80 3.27 1.30 -0.381
C -0.53 3.16 2.13 -0.440
N 0.23 1.90 1.85 -0.528
H -2.09 -2.69 3.62 0.262
H -3.83 -2.81 3.99 0.327
H -3.26 -3.01 2.31 0.261
H -4.77 -0.77 4.30 0.314
H -4.40 0.52 3.13 0.023
H -4.99 -1.38 1.37 0.401
H -5.94 -2.03 2.74 0.232
H -6.57 0.73 2.66 0.071
H -7.60 -0.64 2.33 0.116
H -5.83 0.28 0.09 0.431
H -7.32 -0.62 0.04 0.157
H -7.92 1.42 -0.82 0.339
H -6.92 2.36 0.26 0.438
H -9.73 1.72 0.41 0.330
H -9.03 0.94 1.80 0.121
H -9.39 3.86 1.21 0.319
H -9.63 2.95 2.67 0.326
H -6.96 2.77 2.74 -0.308
H -7.07 4.11 1.63 0.230
H -8.43 4.06 4.32 0.368
H -8.37 5.44 3.23 0.286
H -6.70 5.79 4.93 0.331
H -6.12 4.12 4.82 0.261
H -5.09 6.48 3.50 0.547
H -5.70 5.46 2.22 0.389
H -4.08 2.75 3.68 -0.208
H -3.28 5.72 5.34 0.200
H -2.65 4.28 5.65 0.145
H -1.93 5.38 1.81 0.409
H -3.30 4.74 0.89 0.346
H -2.39 2.36 1.39 0.125
H -1.48 3.34 0.25 0.208
H -0.77 3.21 3.20 0.262
H 0.09 4.02 1.89 0.273
H 1.15 2.17 1.52 0.168
H 0.42 1.47 2.75 0.221
C 4.56 -0.76 -1.06 -1.366
C 4.71 0.44 -0.16 0.631
C 3.52 0.76 0.72 -0.576
O 3.67 2.18 0.90 -0.311
C 4.33 2.67 -0.18 0.608
O 4.47 3.82 -0.42 -0.552
O 4.82 1.65 -0.93 -0.364
H 5.37 -0.78 -1.78 0.177
H 4.58 -1.68 -0.49 0.329
H 3.62 -0.71 -1.62 0.403
H 5.62 0.34 0.44 0.197
H 3.53 0.25 1.68 0.382
H 2.56 0.57 0.22 0.399
C 9.29 1.64 -2.41 -1.522
C 9.34 0.14 -2.26 0.478
C 9.40 -0.65 -3.54 -0.157
O 8.77 -1.89 -3.16 -0.327
C 7.93 -1.62 -2.14 0.603
O 7.11 -2.37 -1.70 -0.457
O 8.12 -0.37 -1.68 -0.287
H 9.06 2.11 -1.46 0.385
H 10.25 2.01 -2.77 0.405
H 8.52 1.92 -3.13 0.348
H 10.16 -0.15 -1.59 0.247
H 10.41 -0.84 -3.91 0.096
H 8.80 -0.20 -4.33 0.279
C -11.58 -1.99 1.79 -1.460
C -11.48 -1.58 0.34 0.551
C -11.96 -2.61 -0.66 -0.562
O -11.18 -2.29 -1.82 -0.362
C -10.02 -1.72 -1.38 0.593
O -9.08 -1.50 -2.07 -0.500
O -10.11 -1.44 -0.06 -0.203
H -11.03 -1.29 2.42 0.342
H -12.62 -2.01 2.11 0.389
H -11.14 -2.98 1.95 0.357
H -11.97 -0.62 0.18 0.243
H -13.02 -2.53 -0.89 0.306
H -11.73 -3.63 -0.35 0.308
C 15.12 -1.82 -7.05 -1.442
C 14.22 -1.09 -6.08 0.483
C 13.03 -1.87 -5.59 -0.564
O 12.09 -0.82 -5.30 -0.175
C 12.39 0.23 -6.10 0.550
O 11.70 1.19 -6.24 -0.515
O 13.58 0.03 -6.72 -0.370
H 15.83 -1.13 -7.50 0.354
H 15.67 -2.61 -6.54 0.378
H 14.54 -2.26 -7.86 0.359
H 14.81 -0.71 -5.24 0.251
H 13.22 -2.46 -4.69 0.334
H 12.60 -2.51 -6.36 0.303
C 5.80 -5.03 -1.19 -1.356
C 5.79 -6.52 -0.99 0.527
C 5.82 -7.35 -2.26 -0.495
O 5.17 -8.56 -1.86 -0.339
C 4.33 -8.24 -0.84 0.631
O 3.51 -8.98 -0.39 -0.526
O 4.55 -6.98 -0.41 -0.369
H 5.58 -4.52 -0.26 0.335
H 6.77 -4.70 -1.55 0.378
H 5.04 -4.73 -1.92 0.299
H 6.60 -6.82 -0.32 0.285
H 6.83 -7.56 -2.62 0.307
H 5.24 -6.89 -3.07 0.329
```

Calculated values
**Max |F|**: 0.8 eV/A
**E_tot**: -2929.11649 Eh
**2S+1**: 1
**LUMO energy**: 1.03 eV
**Net charge**: -1

Record 2
ORCA calculation (ωB97M-V/def2-TZVPD) on 4 unconnected molecules or ions with the total composition C19H20N4O8P.

```
52
Properties=species:S:1:pos:R:3:mulliken_charge:R:1
C -4.30 -2.49 0.49 -1.046
P -2.87 -1.49 1.21 -0.072
O -2.74 -0.25 0.07 -0.358
N -1.46 -2.31 0.94 -0.481
O -1.65 -3.60 1.61 -0.395
H -4.01 -3.11 -0.35 0.256
H -4.78 -3.07 1.26 0.447
H -5.02 -1.77 0.13 0.236
H -3.42 0.37 0.36 0.261
H -1.50 -3.45 2.55 0.306
C 3.92 -0.24 2.51 0.203
C 4.28 -1.17 3.48 -0.572
C 3.32 -1.99 4.06 -0.375
C 2.01 -1.86 3.64 -0.089
C 1.63 -0.94 2.68 -0.143
C 2.60 -0.13 2.12 -0.682
N 0.98 -2.72 4.22 1.045
O 1.30 -3.56 5.05 -0.651
O -0.14 -2.54 3.80 -0.669
H 4.67 0.39 2.06 0.163
H 5.32 -1.26 3.79 0.373
H 3.59 -2.71 4.81 0.446
H 0.59 -0.87 2.37 0.467
H 2.32 0.59 1.36 0.409
C 7.76 2.72 -3.25 -0.429
C 8.54 2.16 -2.25 -0.419
C 7.97 1.84 -1.03 -0.360
C 6.62 2.08 -0.84 0.131
C 5.83 2.64 -1.83 -0.315
C 6.41 2.96 -3.04 -0.443
N 6.01 1.72 0.45 1.001
O 6.73 1.25 1.31 -0.608
O 4.81 1.92 0.57 -0.600
H 8.21 2.96 -4.21 0.372
H 9.59 1.98 -2.41 0.363
H 8.57 1.41 -0.24 0.438
H 4.78 2.82 -1.65 0.453
H 5.81 3.39 -3.82 0.368
C -7.89 -0.36 -3.81 -0.383
C -8.72 0.61 -3.24 -0.380
C -8.29 1.30 -2.12 -0.435
C -7.05 1.03 -1.60 0.028
C -6.21 0.07 -2.14 -0.117
C -6.65 -0.63 -3.26 -0.641
N -6.58 1.77 -0.42 0.985
O -7.33 2.59 0.08 -0.625
O -5.46 1.50 -0.03 -0.573
H -8.22 -0.90 -4.69 0.368
H -9.69 0.81 -3.67 0.361
H -8.93 2.05 -1.67 0.442
H -5.25 -0.14 -1.71 0.538
H -6.01 -1.38 -3.70 0.400
```

Calculated values
**Max |F|**: 0.8 eV/A
**E_tot**: -1897.99614 Eh
**2S+1**: 1
**LUMO energy**: 0.73 eV
**Net charge**: -1

Record 3
ORCA calculation (ωB97M-V/def2-TZVPD) on a molecular structure, C3H28O15PTl2 at a distorted geometry.

```
49
Properties=species:S:1:pos:R:3:mulliken_charge:R:1
Tl -0.61 0.70 4.44 0.867
Tl -3.76 -0.77 0.45 1.018
P -0.33 -0.29 1.06 0.945
O 0.55 -0.69 2.27 -0.835
O 0.40 0.55 0.00 0.249
O -1.48 0.53 1.72 -0.545
O -1.05 -1.53 0.49 -1.230
O -1.01 3.10 0.93 -0.587
H -1.40 2.31 1.28 0.471
H -0.30 2.79 0.37 0.358
O -1.97 0.78 -1.53 -0.529
H -1.14 0.81 -1.05 0.274
H -1.93 1.53 -2.13 0.407
O -2.11 -1.89 3.12 -0.504
H -1.43 -1.98 2.46 0.319
H -2.31 -2.79 3.38 0.299
O 2.76 1.26 0.76 -0.462
H 1.85 1.00 0.59 0.302
H 2.70 2.16 1.07 0.421
O 2.93 -1.16 2.01 -0.393
H 3.32 -1.49 2.82 0.399
H 2.01 -0.99 2.24 0.424
O -3.47 1.18 3.69 -0.481
H -4.16 0.69 3.24 0.249
H -3.86 2.04 3.86 0.306
O 0.62 -3.64 2.96 -0.474
H 0.14 -4.18 2.33 0.417
H 0.66 -2.78 2.55 0.330
O 2.19 -1.07 -0.89 -0.466
H 1.96 -1.69 -1.58 0.414
H 1.34 -0.71 -0.62 -0.195
O -0.99 -2.20 -2.05 -0.578
H -1.00 -1.84 -1.16 0.355
H -1.92 -2.27 -2.29 0.340
O -0.25 -4.04 0.46 -0.649
H -0.07 -4.12 -0.48 0.356
H -0.57 -3.14 0.56 0.490
C 0.68 0.84 -3.38 -1.144
C 1.43 1.99 -2.75 0.884
C 1.61 3.19 -3.70 -1.303
O 0.56 2.40 -1.69 -0.376
H -0.30 1.14 -3.76 0.361
H 0.48 0.10 -2.60 0.329
H 1.22 0.39 -4.21 0.426
H 2.37 1.57 -2.42 0.303
H 2.31 3.00 -4.52 0.427
H 2.02 3.97 -3.05 0.411
H 0.72 3.59 -4.17 0.398
H 0.56 1.66 -1.08 0.203
```

Calculated values
**Max |F|**: 5.3 eV/A
**E_tot**: -1944.60010 Eh
**2S+1**: 1
**LUMO energy**: -16.76 eV
**Net charge**: +3

Record 4
ORCA calculation (ωB97M-V/def2-TZVPD) on a molecular structure, C15H10N6ORhS2 at a distorted geometry.

```
35
Properties=species:S:1:pos:R:3:mulliken_charge:R:1
Rh -6.32 -14.47 -3.51 0.304
S -7.43 -15.43 -1.67 -0.177
C -7.21 -14.32 -0.35 0.679
C -8.03 -14.39 0.72 -0.810
C -7.71 -13.71 1.92 0.594
C -8.59 -13.89 3.05 -0.219
N -9.35 -14.19 3.89 -0.345
C -6.54 -12.87 1.93 0.502
C -5.79 -12.67 0.78 -0.924
C -6.16 -13.35 -0.36 0.944
S -5.48 -12.88 -1.83 -0.199
C -6.07 -12.50 3.24 -0.133
N -5.81 -12.25 4.36 -0.359
H -8.82 -15.13 0.74 0.502
H -4.92 -12.01 0.77 0.498
N -5.37 -12.49 -5.52 -0.348
N -4.78 -13.63 -4.92 -0.605
H -6.21 -12.86 -5.97 0.289
H -4.75 -12.12 -6.22 0.274
H -3.94 -13.41 -4.43 0.318
H -4.75 -14.45 -5.48 0.365
N -13.27 -17.82 -4.68 -0.412
C -12.21 -17.38 -4.78 -0.143
C -10.90 -16.87 -4.73 0.621
C -9.88 -17.47 -5.48 -0.552
C -8.60 -16.87 -5.62 -0.601
C -8.51 -15.65 -4.95 0.165
C -9.52 -15.09 -4.14 -0.030
C -10.73 -15.69 -4.02 -0.886
H -10.07 -18.43 -5.94 0.443
H -7.80 -17.16 -6.30 0.498
H -9.24 -14.25 -3.56 0.773
H -11.60 -15.32 -3.44 0.418
O -6.58 -15.36 -6.06 -0.461
N -7.29 -14.89 -5.09 0.016
```

Calculated values
**Max |F|**: 3.3 eV/A
**E_tot**: -1887.82932 Eh
**2S+1**: 5
**LUMO energy (spin up / spin down)**: -5.10 / -7.69 eV
**Net charge**: +1
**<S²>**: 6.0465

Record 5
ORCA calculation (ωB97M-V/def2-TZVPD) on a single C6H10O molecule at a distorted geometry.

```
17
Properties=species:S:1:pos:R:3:mulliken_charge:R:1
C 2.46 -0.70 -0.06 -1.005
C 1.84 0.49 -0.20 -0.174
C -0.18 0.06 1.34 -0.689
C -0.79 -0.47 0.09 -0.163
C 0.51 0.80 0.22 0.995
C -2.18 -0.17 -0.48 -1.356
O 0.02 2.07 -0.13 -0.543
H 3.52 -0.94 -0.33 0.227
H 2.06 -1.64 0.36 0.229
H 2.21 1.46 -0.68 0.160
H -0.82 0.68 2.16 0.229
H 0.40 -0.54 1.95 0.290
H -0.51 -1.34 -0.35 0.519
H -2.78 -0.84 -0.02 0.462
H -2.05 -0.11 -1.60 0.287
H -2.36 0.87 -0.06 0.228
H 0.43 2.56 -0.78 0.304
```

Calculated values
**Max |F|**: 6.6 eV/A
**E_tot**: -309.71404 Eh
**2S+1**: 1
**LUMO energy**: 0.92 eV
**Energy relative to the best compared isomer or geometry (same formula, charge and spin)**: 3.4919 eV
**Net charge**: 0
**SMILES**: C=C[C@]1(O)C[C@H]1C

Record 6
ORCA calculation (ωB97M-V/def2-TZVPD) on a single C5H8IN3O2 molecule at a distorted geometry.

```
19
Properties=species:S:1:pos:R:3:mulliken_charge:R:1
C 1.45 0.28 0.28 0.433
C -0.70 0.31 -0.38 0.472
C 0.00 -1.35 1.46 -0.939
C 2.03 2.43 -0.91 -0.826
C -2.73 -1.28 -0.36 -0.651
N 0.18 -0.40 0.40 0.153
N 1.23 1.32 -0.55 0.566
N -0.10 1.37 -0.91 -0.794
O 2.43 -0.16 0.84 -0.666
O -2.03 -0.06 -0.64 -0.367
I -2.10 -2.97 -1.63 0.049
H -0.50 -1.05 2.40 0.316
H -0.47 -2.32 1.11 0.275
H 1.02 -1.58 1.80 0.340
H 1.48 2.99 -1.68 0.309
H 2.15 2.98 0.14 0.290
H 2.95 2.15 -1.42 0.293
H -2.56 -1.64 0.67 0.355
H -3.73 -1.01 -0.62 0.390
```

Calculated values
**Max |F|**: 3.0 eV/A
**E_tot**: -807.71735 Eh
**2S+1**: 1
**LUMO energy**: 0.02 eV
**Energy relative to the best compared isomer or geometry (same formula, charge and spin)**: 0.0000 eV
**Net charge**: 0
**SMILES**: Cn1nc(OCI)n(C)c1=O